#i
The following is a quantum chemistry calculation of 3 unconnected molecules or ions with the total composition CH7N6, from the OMol25 dataset.

Last column: Mulliken charge in e.
Element x y z (Å)
C -0.4223 1.2124 0.2742  0.3322
N -0.7535 -1.0215 -2.3799  -0.5182
N -1.0756 -1.7789 -3.1667  0.8239
N 0.1846 1.2129 1.2498  -0.1397
N -1.1972 -2.5048 -4.0888  -0.6462
N -1.1852 1.2233 -0.7752  -0.3729
N 1.7949 0.5111 3.0897  -0.8679
H 1.0890 0.9366 1.9566  0.5082
H -1.2834 -3.4528 -3.7252  0.2930
H -1.9934 1.9053 -0.8495  0.2657
H -1.0020 0.6054 -1.5783  0.3405
H 2.8519 0.7505 3.0862  0.3235
H 1.5408 -0.4552 2.8519  0.3387
H 1.4515 0.8559 4.0551  0.3191

**Molar mass**: 103.11 g/mol
**Net charge**: +1
**HOMO**: -13.62 eV

---

#ii
The following is a quantum chemistry calculation of 2 unconnected molecules or ions with the total composition CH7N6, from the OMol25 dataset.

Last column: Mulliken charge in e.
Element x y z (Å)
C -0.0752 -0.1160 0.0164  0.5106
N -2.2103 -0.2877 0.1005  -0.0333
N -1.8921 1.0448 -0.1136  -0.1664
N -1.0625 -0.9894 0.1093  -0.5033
N -0.5057 1.2023 -0.0419  -0.0467
N 1.1837 -0.5245 0.0130  0.0094
N 2.2945 0.4150 0.1142  -0.6132
H -1.4228 -2.4995 -1.0930  0.1179
H -2.7796 -0.5842 1.0222  0.3314
H -2.4213 1.6351 -0.7251  0.2511
H 1.4520 -1.4898 -0.2138  0.2859
H -0.3351 2.0371 0.4924  0.3049
H 3.1366 -0.0618 0.4089  0.2744
H 2.3650 0.8781 -0.8219  0.2773

**Molar mass**: 103.11 g/mol
**Net charge**: +1
**HOMO (alpha / beta)**: -13.23 / -12.99 eV

---

Least stable of them? #ii.

---

#i
The following is a quantum chemistry calculation of C2H2N2O in the gas phase, from the OMol25 dataset.

Last column: Mulliken charge in e.
Element x y z (Å)
N 3.6443 -0.4851 0.2380  -0.3166
C 2.6799 -0.0508 -0.1548  0.2131
N 1.3266 0.7817 -0.6686  -0.0784
C 0.1200 0.3259 -0.0430  -0.0855
O 0.8051 1.4464 0.4196  -0.2392
H -0.7245 0.3354 -0.6678  0.2620
H 0.3620 -0.6099 0.6153  0.2446

**Molar mass**: 70.05 g/mol
**Net charge**: 0
**HOMO**: -11.16 eV

---

#ii
The following is a quantum chemistry calculation of C2H2N2O in the gas phase, from the OMol25 dataset.

Last column: Mulliken charge in e.
Element x y z (Å)
N -2.2098 1.3064 0.0193  -0.3708
C -1.2154 0.7048 0.0266  -0.0671
C 0.6181 0.3606 -0.0474  0.6276
N 0.5370 -0.9554 0.0003  -0.3387
O 1.4072 1.2309 0.0231  -0.3930
H 1.3849 -1.5130 0.0076  0.2465
H -0.5220 -1.1343 -0.0295  0.2955

**Molar mass**: 70.05 g/mol
**Net charge**: 0
**HOMO**: -11.63 eV

---

#iii
The following is a quantum chemistry calculation of a molecular structure, C2H2N2O, from the OMol25 dataset.

Last column: Mulliken charge in e.
Element x y z (Å)
O 0.2994 -0.8516 -1.1353  -0.3416
C -0.0646 0.3869 -0.9926  0.2253
N -0.2537 0.8448 0.2111  -0.5066
C 0.0079 -0.1985 1.0435  0.1025
N 0.3603 -1.3362 0.5384  -0.2309
H -0.2392 1.1225 -1.7879  0.3924
H -0.1101 0.0321 2.1229  0.3588

**Molar mass**: 70.05 g/mol
**Net charge**: 0
**HOMO**: -10.95 eV

---

#iv
The following is a quantum chemistry calculation of C2H2N2O in the gas phase, from the OMol25 dataset.

Last column: Mulliken charge in e.
Element x y z (Å)
C -0.6220 0.8523 -0.3241  -0.2482
N -0.0006 0.8390 0.7982  -0.2742
N 0.5600 -0.3406 1.1417  -0.1861
C 0.7398 -1.1865 0.2851  0.5885
O 1.2260 -2.0613 -0.3096  -0.3610
H -1.0461 -0.0291 -0.9492  0.2239
H -0.8571 1.9263 -0.6421  0.2571

**Molar mass**: 70.05 g/mol
**Net charge**: 0
**HOMO**: -10.06 eV

---

Least stable of them? #i.

---

#i
The following is a quantum chemistry calculation of 2 unconnected molecules or ions with the total composition C2H2N2O, from the OMol25 dataset.

Last column: Mulliken charge in e.
Element x y z (Å)
N 0.4338 1.1819 -0.2868  -0.5301
C -0.2248 0.6158 -1.1492  0.6539
O -0.8600 -0.0060 -1.9022  -0.3676
H 0.7783 2.1124 -0.4658  0.2485
C -0.0281 -1.2897 1.2893  0.1145
N -0.6250 -1.9068 0.5180  -0.3771
H 0.5259 -0.7077 1.9967  0.2578

**Molar mass**: 70.05 g/mol
**Net charge**: 0
**HOMO**: -11.19 eV

---

#ii
The following is a quantum chemistry calculation of 2 unconnected molecules or ions with the total composition C2H2N2O, from the OMol25 dataset.

Last column: Mulliken charge in e.
Element x y z (Å)
C -0.3818 -1.4103 -1.1045  0.5283
N 0.0865 -0.9050 -0.1067  -0.4028
N 0.4346 1.8946 1.0130  -0.1674
C 0.2988 1.4430 -0.0469  -0.1339
O -0.6823 -1.5255 -2.2278  -0.3798
H 0.6085 2.2142 1.9423  0.2931
H -0.3643 -1.7109 0.5305  0.2624

**Molar mass**: 70.05 g/mol
**Net charge**: 0
**HOMO**: -10.36 eV

---

Least stable of them? #ii.

---

#i
The following is a quantum chemistry calculation of C2H2N2O in the gas phase, from the OMol25 dataset.

Last column: Mulliken charge in e.
Element x y z (Å)
C 1.4556 -0.0843 0.0138  -0.2353
N 0.3385 -0.6636 0.0221  -0.3867
N -0.7463 0.0806 -0.1784  -0.0157
C -1.9234 0.0714 0.0087  0.4641
O -3.0530 0.3144 0.0991  -0.4080
H 1.6030 0.9817 -0.1378  0.3023
H 2.3256 -0.7002 0.1725  0.2794

**Molar mass**: 70.05 g/mol
**Net charge**: 0
**HOMO**: -9.91 eV

---

#ii
The following is a quantum chemistry calculation of 2 unconnected molecules or ions with the total composition C2H2N2O, from the OMol25 dataset.

Last column: Mulliken charge in e.
Element x y z (Å)
C 1.0994 -0.8723 0.7150  -0.1372
N 0.0117 -1.1548 0.3055  0.3635
O -1.0094 -1.5918 -0.0738  -0.5400
H 1.5087 0.0697 0.9717  0.3112
C -0.4134 1.1485 -0.6734  0.1213
N -0.2300 1.9272 0.1275  -0.3873
H -0.9670 0.4734 -1.3725  0.2685

**Molar mass**: 70.05 g/mol
**Net charge**: 0
**HOMO**: -10.58 eV

---

#iii
The following is a quantum chemistry calculation of C2H2N2O in the gas phase, from the OMol25 dataset.

Last column: Mulliken charge in e.
Element x y z (Å)
O 0.6879 2.0792 0.0893  -0.4182
C -0.2069 1.2797 0.1615  0.1734
C -0.0300 0.0007 0.8656  -0.0503
N 0.5314 -0.8928 0.2719  0.3938
N 0.6154 -1.8932 -0.4440  -0.6421
H -1.2170 1.4445 -0.2764  0.2953
H -0.3808 -2.0182 -0.6680  0.2481

**Molar mass**: 70.05 g/mol
**Net charge**: 0
**HOMO**: -9.81 eV

---

#iv
The following is a quantum chemistry calculation of a molecular structure, C2H2N2O, from the OMol25 dataset.

Last column: Mulliken charge in e.
Element x y z (Å)
O 0.7245 2.0072 0.1997  -0.4349
C -0.2810 1.3395 0.0780  0.0619
C -0.2779 -0.0970 0.3016  0.0403
N 0.7193 -0.8591 0.1416  0.3022
N 0.8611 -2.0444 -0.1872  -0.5747
H -1.2734 1.7694 -0.1086  0.3192
H -0.4725 -2.1156 -0.4250  0.2861

**Molar mass**: 70.05 g/mol
**Net charge**: 0
**HOMO (alpha / beta)**: -9.56 / -9.53 eV

---

Least stable of them? #iv.

---

#i
The following is a quantum chemistry calculation of C2H2N2O in the gas phase, from the OMol25 dataset.

Last column: Mulliken charge in e.
Element x y z (Å)
C -0.8918 0.0038 -0.0554  -0.0426
C 0.3381 0.7446 -0.0757  -0.2022
N 1.4060 -0.0777 0.0423  -0.1881
O 0.9177 -1.2239 -0.1105  0.0267
N -0.3821 -1.2718 0.1043  -0.2118
H -2.0431 -0.0541 -0.1181  0.3416
H 0.6553 1.8791 0.2130  0.2764

**Molar mass**: 70.05 g/mol
**Net charge**: 0
**HOMO**: -10.82 eV

---

#ii
The following is a quantum chemistry calculation of 2 unconnected molecules or ions with the total composition C2H2N2O, from the OMol25 dataset.

Last column: Mulliken charge in e.
Element x y z (Å)
C 0.3675 -0.4282 -0.4650  -0.6782
C 0.0484 -1.4812 -1.0820  0.7789
N -0.1703 1.4638 1.0426  -0.2334
N -0.8281 0.5177 0.8091  -0.0346
O -0.1541 -2.5276 -1.5888  -0.4182
H 1.0530 0.4296 -0.5831  0.3213
H -0.3164 2.0259 1.8672  0.2641

**Molar mass**: 70.05 g/mol
**Net charge**: 0
**HOMO (alpha / beta)**: -9.11 / -9.11 eV

---

#iii
The following is a quantum chemistry calculation of 2 unconnected molecules or ions with the total composition C2H2N2O, from the OMol25 dataset.

Last column: Mulliken charge in e.
Element x y z (Å)
C 0.3273 1.3518 -0.9319  0.4068
C 0.0506 0.3146 -0.0380  -0.6789
N 0.5816 2.2268 -1.6324  -0.3507
N 0.0255 1.4196 1.6927  0.2087
O 0.7787 1.0144 2.4675  -0.1725
H -0.9522 -0.0786 -0.0377  0.2869
H 0.8514 -0.3788 0.1641  0.2997

**Molar mass**: 70.05 g/mol
**Net charge**: 0
**HOMO**: -9.08 eV

---

#iv
The following is a quantum chemistry calculation of C2H2N2O in the gas phase, from the OMol25 dataset.

Last column: Mulliken charge in e.
Element x y z (Å)
O -0.4524 -0.6875 -1.6807  -0.5213
C 0.4253 -0.5060 -0.8605  0.0659
C 0.2384 0.0143 0.4799  -0.2057
N -0.9012 0.5713 0.8156  0.5295
N -1.8358 1.1029 1.1496  -0.4969
H 1.4921 -0.7021 -1.0877  0.2876
H 1.0337 0.2072 1.1839  0.3408

**Molar mass**: 70.05 g/mol
**Net charge**: 0
**HOMO**: -9.44 eV

---

Least stable of them? #ii.

---

#i
The following is a quantum chemistry calculation of C2H2N2O in the gas phase, from the OMol25 dataset.

Last column: Mulliken charge in e.
Element x y z (Å)
O -1.0664 -0.7953 1.2799  -0.3178
N 0.0895 -1.0739 1.0493  -0.0020
C 0.6045 -0.2900 -0.0648  -0.0466
C -0.3012 0.8563 -0.4308  0.0407
N -0.2653 -0.0789 -1.2656  -0.3717
H 1.6794 -0.4862 -0.2465  0.3733
H -0.7404 1.8680 -0.3215  0.3241

**Molar mass**: 70.05 g/mol
**Net charge**: 0
**HOMO**: -9.58 eV

---

#ii
The following is a quantum chemistry calculation of 2 unconnected molecules or ions with the total composition C2H2N2O, from the OMol25 dataset.

Last column: Mulliken charge in e.
Element x y z (Å)
N -0.0279 1.3185 -0.9348  -0.3627
C -1.0835 0.9359 -1.3044  0.5073
O -2.1456 0.6093 -1.6695  -0.4676
H 0.7238 1.4990 -0.2898  0.3490
C 0.8745 -1.4866 1.3897  -0.0301
N 0.3786 -0.5054 1.1005  -0.3064
H 1.2801 -2.3707 1.7084  0.3104

**Molar mass**: 70.05 g/mol
**Net charge**: 0
**HOMO**: -10.53 eV

---

#iii
The following is a quantum chemistry calculation of a molecular structure, C2H2N2O, from the OMol25 dataset.

Last column: Mulliken charge in e.
Element x y z (Å)
C 2.8840 0.5224 0.0156  0.1301
C 3.8701 -0.2899 0.1059  0.3172
N 1.1803 2.0648 -0.3318  -0.6318
N 2.0452 1.3926 -0.2515  0.6323
O 4.7509 -1.0609 0.2015  -0.4441
H -0.1554 0.1300 1.5401  0.1031
H -0.0438 0.9022 1.4301  -0.1068

**Molar mass**: 70.05 g/mol
**Net charge**: 0
**HOMO**: -9.86 eV

---

Least stable of them? #i.